Density functional theory data (ωB97M-V with the def2-TZVPD basis set) for C22H28BCl3N2O2 in the gas phase.

- Molar mass: 469.65 g/mol
- Orbital gap: 9.40 eV
- Largest force on an atom: 3.8 eV/A

Each line ends with the Mulliken charge.
Element x y z (Å)
Cl1 0.62 2.34 -4.65  -0.35
B1 -0.38 2.03 -3.06  0.94
Cl2 -0.84 3.61 -2.17  -0.30
Cl3 -1.94 1.07 -3.58  -0.30
O1 0.44 1.28 -2.15  -0.69
C1 0.38 0.06 -1.52  -0.10
C2 1.79 -0.54 -1.75  -0.09
C3 2.10 -1.88 -1.37  0.14
C4 3.40 -2.41 -1.54  -0.65
C5 4.42 -1.61 -2.06  -0.54
C6 4.08 -0.35 -2.56  -0.59
C7 2.80 0.18 -2.44  -0.37
H1 -0.47 -0.66 -1.76  0.46
H2 1.30 -2.51 -0.93  0.38
H3 3.61 -3.43 -1.20  0.36
H4 5.42 -2.03 -2.19  0.39
H5 4.84 0.27 -3.01  0.42
H6 2.53 1.16 -2.86  0.26
C8 -0.37 3.69 1.66  -1.16
N1 -0.66 2.36 1.13  0.62
C9 0.40 1.42 0.79  -1.31
C10 1.21 0.90 2.03  1.79
C11 0.24 0.70 3.21  -1.42
C12 2.28 1.96 2.30  -1.63
C13 1.90 -0.39 1.68  -1.79
N2 -0.35 0.30 -0.06  0.42
C14 -1.81 0.74 -0.05  1.26
C15 -2.71 -0.20 0.81  -0.96
C16 -2.97 -1.56 0.22  0.46
C17 -3.42 -1.75 -1.10  -0.25
C18 -3.63 -3.05 -1.59  -0.70
C19 -3.36 -4.15 -0.78  -0.46
C20 -2.93 -3.96 0.54  -0.65
C21 -2.73 -2.68 1.03  -0.38
C22 -1.88 2.11 0.52  -0.36
O2 -2.83 2.86 0.47  -0.66
H7 -1.31 4.25 1.62  0.43
H8 -0.08 3.58 2.70  0.40
H9 0.44 4.24 1.14  0.29
H10 1.12 1.91 0.08  0.48
H11 -0.50 -0.09 3.02  0.13
H12 0.84 0.40 4.08  0.49
H13 -0.31 1.62 3.47  0.28
H14 2.86 2.13 1.38  0.40
H15 1.85 2.91 2.65  0.30
H16 2.95 1.57 3.07  0.47
H17 2.45 -0.30 0.75  0.26
H18 2.61 -0.63 2.47  0.59
H19 1.22 -1.24 1.59  0.36
H20 -0.27 -0.52 0.60  0.43
H21 -2.19 0.73 -1.07  -0.25
H22 -2.33 -0.28 1.85  0.35
H23 -3.66 0.36 0.84  0.51
H24 -3.60 -0.87 -1.73  0.36
H25 -3.98 -3.17 -2.62  0.39
H26 -3.46 -5.15 -1.19  0.40
H27 -2.72 -4.82 1.19  0.38
H28 -2.40 -2.51 2.06  0.37



Density functional theory data (ωB97M-V with the def2-TZVPD basis set) for C5H11NO2 in the gas phase.

- SMILES: C[C@@H]1O[C@@](N)(O)[C@H]1C
- ΔE to the lowest compared entry with this formula, charge and spin: 1.0219 eV
- Molar mass: 117.15 g/mol
- Orbital gap: 10.82 eV
- Largest force on an atom: 0.6 eV/A

Each line ends with the Mulliken charge.
Element x y z (Å)
C1 2.20 -0.09 0.67  -1.47
C2 -1.08 -1.67 -0.43  -1.62
C3 1.07 -0.21 -0.34  0.10
C4 -0.31 -0.55 0.24  0.10
H1 1.37 -0.83 -1.19  0.35
H2 -0.32 -0.66 1.32  0.41
H3 1.89 0.58 1.47  0.35
H4 2.44 -1.07 1.07  0.34
H5 -0.67 -2.63 -0.12  0.43
H6 -2.13 -1.63 -0.14  0.36
H7 3.08 0.33 0.19  0.37
H8 -1.02 -1.60 -1.51  0.32
C5 -0.67 0.90 -0.19  0.83
N1 -0.83 1.78 0.93  -0.66
O1 -1.72 1.07 -1.09  -0.56
O2 0.60 1.07 -0.81  -0.54
H9 -1.42 0.80 -1.97  0.36
H10 -0.71 2.74 0.62  0.26
H11 -1.77 1.68 1.29  0.27



Density functional theory data (ωB97M-V with the def2-TZVPD basis set) for C6H7FO in the gas phase.

- SMILES: COC1=C(F)C=CC1
- ΔE to the lowest compared entry with this formula, charge and spin: 2.3499 eV
- Molar mass: 114.12 g/mol
- Orbital gap: 8.83 eV
- Largest force on an atom: 3.9 eV/A

Each line ends with the Mulliken charge.
Element x y z (Å)
C1 -1.96 0.97 -0.06  -0.47
C2 -2.23 -0.37 0.09  -0.61
C3 -0.56 1.14 -0.11  0.61
C4 0.09 -0.11 -0.20  0.09
C5 -0.98 -1.17 0.07  -0.46
C6 2.31 0.64 0.18  -0.69
O1 1.45 -0.43 -0.10  -0.40
F1 -0.09 2.38 -0.07  -0.29
H1 -2.80 1.72 -0.05  0.35
H2 -3.16 -0.79 0.15  0.49
H3 -0.65 -1.62 0.95  0.28
H4 -0.94 -1.99 -0.75  0.26
H5 3.34 0.29 -0.04  0.23
H6 2.21 0.88 1.28  0.29
H7 1.78 1.54 -0.18  0.32



Density functional theory data (ωB97M-V with the def2-TZVPD basis set) for a 5-piece molecular cluster, C31H69N3O7 overall.

- SMILES: CC1(C)CCCC(C)(C)N1O.CC1(C)CCCC(C)(C)N1O.CC1(C)CCCC(C)(C)N1O.OCCO.OCCO
- ΔE to the lowest compared entry with this formula, charge and spin: 1.8240 eV
- Molar mass: 595.91 g/mol
- Orbital gap: 8.29 eV
- Largest force on an atom: 2.6 eV/A

Each line ends with the Mulliken charge.
Element x y z (Å)
C1 5.59 13.01 15.03  -1.96
C2 7.08 13.38 15.10  1.74
C3 7.79 12.60 14.03  -0.94
C4 9.29 12.92 13.88  -0.89
C5 9.49 14.44 13.80  0.39
C6 8.63 15.34 14.74  1.61
N1 7.30 14.81 14.91  0.26
O1 6.55 15.56 15.87  -0.50
C7 9.46 15.53 16.06  -1.74
C8 8.60 16.68 14.01  -1.71
C9 7.56 12.87 16.49  -1.82
H1 5.42 11.94 15.09  0.43
H2 5.21 13.17 14.01  0.42
H3 4.91 13.61 15.64  0.41
H4 7.77 11.54 14.31  0.33
H5 7.27 12.71 13.08  0.09
H6 9.57 12.52 12.90  0.34
H7 9.92 12.40 14.60  0.38
H8 9.24 14.62 12.75  -0.90
H9 10.52 14.69 14.01  0.41
H10 9.81 14.57 16.44  0.34
H11 10.33 16.10 15.77  0.46
H12 8.81 16.04 16.77  0.40
H13 8.11 17.48 14.59  0.45
H14 9.64 17.00 13.91  0.30
H15 8.08 16.75 13.05  0.34
H16 6.92 12.07 16.87  0.41
H17 7.51 13.64 17.27  0.34
H18 8.61 12.59 16.46  0.31
H19 5.86 15.91 15.30  0.36
C10 12.24 15.61 11.76  -2.62
C11 12.97 16.47 10.74  1.84
C12 14.33 15.73 10.49  -1.29
C13 15.00 15.87 9.11  -0.89
C14 13.97 15.81 7.99  -1.07
C15 12.73 16.72 8.19  1.45
N2 12.19 16.44 9.52  0.70
O2 10.84 16.78 9.67  -0.46
C16 13.17 18.18 8.00  -1.66
C17 11.77 16.41 7.06  -1.42
C18 13.36 17.83 11.30  -1.83
H20 11.98 14.59 11.47  0.38
H21 11.38 16.08 12.24  0.47
H22 12.81 15.34 12.66  0.67
H23 15.03 16.09 11.25  0.40
H24 14.20 14.68 10.79  0.55
H25 15.62 14.97 9.12  0.43
H26 15.68 16.72 9.01  0.36
H27 13.71 14.74 7.97  0.27
H28 14.45 16.08 7.05  0.51
H29 12.30 18.85 8.09  0.41
H30 13.75 18.59 8.84  0.33
H31 13.76 18.33 7.10  0.39
H32 11.61 15.34 6.99  -0.36
H33 10.81 16.89 7.23  0.38
H34 12.17 16.84 6.14  0.66
H35 14.22 18.31 10.82  0.44
H36 13.65 17.77 12.35  0.43
H37 12.57 18.57 11.11  0.31
H38 10.76 17.75 9.76  0.34
C19 8.22 12.76 2.23  -1.73
C20 9.64 12.27 2.48  1.57
C21 10.61 13.47 2.53  -1.38
C22 10.59 14.12 3.90  -0.51
C23 11.23 13.06 4.81  -0.85
C24 10.37 11.81 5.00  1.87
N3 9.67 11.55 3.76  0.65
O3 8.79 10.44 3.82  -0.48
C25 11.31 10.69 5.43  -2.02
C26 9.31 12.17 6.10  -1.92
C27 10.15 11.33 1.38  -2.01
H39 7.99 13.37 1.36  0.41
H40 7.90 13.37 3.08  0.31
H41 7.45 11.98 2.17  0.39
H42 11.57 13.27 2.06  0.37
H43 10.18 14.18 1.81  0.48
H44 9.57 14.27 4.26  0.25
H45 11.07 15.10 3.91  0.35
H46 11.55 13.51 5.75  -0.03
H47 12.14 12.74 4.30  0.46
H48 11.91 10.44 4.55  0.45
H49 11.84 10.83 6.37  0.33
H50 10.68 9.84 5.70  0.42
H51 8.58 11.35 6.11  0.52
H52 9.57 12.29 7.15  0.32
H53 8.69 13.00 5.76  0.16
H54 9.57 10.41 1.33  0.35
H55 11.19 11.05 1.56  0.43
H56 10.17 11.82 0.41  0.41
H57 7.98 10.81 4.18  0.33
C28 9.19 14.05 10.02  0.07
C29 7.72 13.70 9.75  -0.29
O4 7.14 14.73 8.99  -0.61
O5 9.91 14.07 8.77  -0.29
H58 9.70 13.21 10.51  0.00
H59 9.35 14.92 10.66  0.12
H60 7.29 13.56 10.74  0.17
H61 7.75 12.81 9.12  0.25
H62 7.69 14.96 8.24  0.33
H63 10.39 14.92 8.73  0.13
C30 4.98 13.50 5.36  -0.13
C31 4.76 14.96 5.02  -0.32
O6 5.56 15.81 5.86  -0.54
O7 4.58 13.18 6.71  -0.52
H64 6.01 13.15 5.28  -0.11
H65 4.35 12.90 4.69  0.39
H66 3.73 15.21 5.32  0.29
H67 5.07 15.17 4.01  0.34
H68 5.46 15.57 6.79  0.30
H69 3.62 13.10 6.67  0.31



Density functional theory data (ωB97M-V with the def2-TZVPD basis set) for C12H18Cl2HfN2 as an isolated structure.

- ΔE to the lowest compared entry with this formula, charge and spin: 0.0000 eV
- Molar mass: 439.69 g/mol
- Orbital gap: 4.93 eV
- Largest force on an atom: 3.6 eV/A

Each line ends with the Mulliken charge.
Element x y z (Å)
Hf1 1.88 -0.61 1.11  0.77
Cl1 3.85 -0.86 -0.06  -0.52
Cl2 1.60 -2.16 2.84  -0.53
C1 -3.01 -1.63 0.43  -0.81
H1 -4.03 -1.83 0.76  0.22
H2 -2.25 -1.63 1.23  0.21
C2 0.43 -0.54 -0.28  0.36
C3 -2.67 -1.39 -0.83  -0.18
H3 -0.49 0.00 -0.05  -0.06
C4 -2.26 -2.40 -1.89  -0.47
H4 -2.65 -0.36 -1.24  0.30
C5 -0.79 -2.84 -2.02  -0.55
H5 -2.83 -3.31 -1.68  0.30
H6 -2.59 -1.98 -2.85  0.32
C6 0.24 -1.87 -2.55  -0.51
H7 -0.46 -3.31 -1.09  0.31
H8 -0.82 -3.65 -2.78  0.34
C7 0.64 -0.61 -1.73  -1.14
H9 1.17 -2.47 -2.67  0.26
H10 -0.06 -1.51 -3.56  0.26
H11 1.72 -0.49 -1.89  0.36
H12 0.14 0.26 -2.19  0.34
N1 -0.74 1.33 2.29  -0.39
C8 0.37 2.09 2.08  0.99
C9 0.36 3.48 2.23  -0.72
C10 1.45 4.20 1.78  -0.19
C11 2.52 3.52 1.21  -0.79
C12 2.54 2.14 1.18  0.27
N2 1.50 1.44 1.72  -0.33
H13 -0.81 0.37 1.95  0.01
H14 -1.63 1.81 2.46  0.26
H15 -0.53 3.94 2.65  0.33
H16 1.47 5.29 1.87  0.40
H17 3.37 4.06 0.78  0.37
H18 3.38 1.57 0.75  0.23



Density functional theory data (ωB97M-V with the def2-TZVPD basis set) for a 3-piece molecular cluster, C2H9NO4 overall.

- SMILES: O=CNCO.O.O
- ΔE to the lowest compared entry with this formula, charge and spin: 0.5155 eV
- Molar mass: 111.10 g/mol
- Orbital gap: 10.39 eV
- Largest force on an atom: 0.8 eV/A

Each line ends with the Mulliken charge.
Element x y z (Å)
O1 1.10 -0.51 -1.87  -0.62
C1 0.98 0.15 -0.85  0.06
N1 0.36 -0.26 0.28  -0.05
C2 -0.31 -1.55 0.39  -0.55
O2 -1.68 -1.38 0.53  -0.55
H1 1.24 1.22 -0.82  0.36
H2 0.62 0.22 1.13  0.21
H3 -0.08 -2.12 -0.51  0.40
H4 0.10 -2.09 1.24  0.35
H5 -1.97 -0.98 -0.30  0.41
H6 0.94 2.91 3.19  0.31
H7 2.26 3.01 2.44  0.32
O3 1.42 2.55 2.43  -0.62
H8 -0.94 -0.69 -2.35  0.33
H9 -2.18 0.09 -2.79  0.31
O4 -1.88 -0.57 -2.15  -0.66



Density functional theory data (ωB97M-V with the def2-TZVPD basis set) for C19H19CrN2O3Si as an isolated structure.

- ΔE to the lowest compared entry with this formula, charge and spin: 0.0000 eV
- Molar mass: 403.45 g/mol
- Orbital gap (spin up / spin down): 6.74 / 6.95 eV
- ⟨S²⟩: 6.035
- Multiplicity: 5
- Largest force on an atom: 5.8 eV/A
- Total charge: -1

Each line ends with the Mulliken charge.
Element x y z (Å)
Cr1 -0.91 0.29 -0.05  0.39
O1 3.47 -0.32 -0.23  -0.68
C1 3.91 0.96 -0.30  0.15
C2 5.28 1.22 -0.12  -0.59
C3 5.77 2.52 -0.17  -0.35
C4 4.80 3.59 -0.26  -0.59
C5 3.47 3.30 -0.32  -0.41
C6 3.00 1.96 -0.30  0.49
C7 1.56 1.60 -0.17  0.91
O2 1.12 0.37 -0.24  -0.94
N1 0.72 2.62 0.06  -0.65
N2 -0.53 2.30 0.00  0.13
C8 -1.37 3.36 0.02  -0.35
C9 -2.80 3.26 0.01  0.55
C10 -3.60 4.41 0.07  -0.60
C11 -5.03 4.28 0.02  -0.38
C12 -5.64 3.05 -0.08  -0.50
C13 -4.83 1.85 0.01  -0.54
C14 -3.41 1.84 -0.05  0.46
O3 -2.80 0.71 -0.28  -0.58
H1 2.46 -0.31 -0.18  0.48
H2 6.01 0.40 -0.08  0.35
H3 6.85 2.72 -0.26  0.34
H4 5.19 4.61 -0.34  0.32
H5 2.68 4.03 -0.35  0.46
H6 -0.92 4.36 -0.01  0.28
H7 -3.11 5.43 0.07  0.23
H8 -5.64 5.24 -0.04  0.25
H9 -6.69 2.97 -0.24  0.37
H10 -5.33 0.88 -0.08  0.35
C15 -1.69 -5.56 1.07  -1.08
Si1 -0.22 -4.63 0.28  0.36
C16 -0.28 -5.21 -1.49  -1.08
C17 1.42 -5.01 1.22  -1.11
C18 -0.63 -2.86 0.39  -1.10
C19 -0.89 -1.60 0.39  0.90
H11 -1.52 -5.68 2.11  0.30
H12 -1.74 -6.49 0.52  0.32
H13 -2.72 -5.07 0.89  0.26
H14 -0.98 -4.60 -2.07  0.28
H15 -0.65 -6.19 -1.60  0.39
H16 0.83 -5.26 -1.76  0.24
H17 2.07 -5.30 0.41  0.32
H18 1.43 -5.94 1.85  0.31
H19 1.88 -4.13 1.69  0.31



Density functional theory data (ωB97M-V with the def2-TZVPD basis set) for C4H10N2O in the gas phase.

- SMILES: C[C@H](CN)NC=O
- ΔE to the lowest compared entry with this formula, charge and spin: 1.0760 eV
- Molar mass: 102.14 g/mol
- Orbital gap: 10.27 eV
- Largest force on an atom: 0.6 eV/A

Each line ends with the Mulliken charge.
Element x y z (Å)
C1 -1.76 0.70 -0.71  -0.07
N1 -0.99 -0.41 -0.85  -0.16
C2 -0.03 -1.64 1.04  -1.41
C3 0.27 -0.74 -0.16  0.31
C4 1.09 0.49 0.24  -0.63
N2 2.52 0.22 0.12  -0.63
O1 -1.60 1.56 0.12  -0.54
H1 -2.57 0.72 -1.45  0.38
H2 -1.40 -1.21 -1.31  0.26
H3 0.85 -1.81 1.65  0.36
H4 -0.77 -1.15 1.66  0.33
H5 -0.45 -2.60 0.73  0.38
H6 0.86 -1.32 -0.88  0.22
H7 0.81 0.78 1.25  0.32
H8 0.78 1.34 -0.39  0.41
H9 2.91 0.79 -0.62  0.24
H10 3.00 0.49 0.96  0.25